The following is a DFT calculation (ωB97M-V/def2-TZVPD) of a molecular structure, C25H44Cl3InN4O3Si.

The value obtained for the total energy is -3284.15734 Eh. The spin multiplicity is 1. For the highest occupied orbital energy, the calculation gives -0.297 hartree. Its HOMO-LUMO gap is 8.5 eV.

CARTESIAN COORDINATES (ANGSTROEM)
1 C -1.689 0.659 -4.234
2 C -1.236 -0.751 -4.015
3 H -1.517 0.968 -5.270
4 H -1.187 1.358 -3.544
5 H -2.769 0.748 -4.037
6 C -0.807 -1.579 -4.978
7 C -0.662 -1.224 -6.418
8 H -0.595 -2.624 -4.738
9 H -0.835 -0.161 -6.621
10 H -1.365 -1.810 -7.026
11 H 0.349 -1.492 -6.750
12 In -0.092 0.658 -0.104
13 Cl -2.458 0.526 0.326
14 Cl 0.400 2.755 -1.053
15 C -0.618 -2.590 1.132
16 O 0.224 -1.691 0.928
17 N -0.295 -3.865 1.417
18 C 1.075 -4.260 1.715
19 C -1.275 -4.940 1.431
20 H -1.705 -2.391 1.098
21 H 1.725 -3.385 1.676
22 H 1.420 -5.005 0.983
23 H 1.113 -4.711 2.718
24 H -2.241 -4.573 1.072
25 H -1.395 -5.326 2.455
26 H -0.943 -5.755 0.771
27 H 1.430 0.823 -3.636
28 H 2.102 -1.846 -3.842
29 C 2.393 0.916 -3.109
30 C 3.035 -1.451 -3.410
31 N 2.760 -0.358 -2.497
32 H 2.296 1.696 -2.350
33 C 2.636 -0.594 -1.189
34 O 2.205 0.248 -0.362
35 H 3.541 -2.251 -2.861
36 H 2.952 -1.595 -0.854
37 H 3.170 1.180 -3.840
38 H 3.679 -1.083 -4.215
39 O -0.159 -0.529 -1.920
40 C -1.205 -1.167 -2.547
41 C 0.020 -3.363 -2.197
42 C -1.188 -2.687 -2.324
43 H 0.945 -2.778 -2.173
44 C 0.023 -4.757 -2.088
45 H -2.179 -0.847 -2.146
46 C -2.398 -3.379 -2.212
47 H 0.975 -5.286 -2.021
48 C -1.186 -5.457 -2.060
49 C -2.400 -4.769 -2.104
50 H -3.314 -2.784 -2.223
51 H -1.193 -6.543 -1.954
52 H -3.351 -5.300 -2.043
53 Si -0.263 6.370 -1.143
54 Cl -0.492 5.237 -2.904
55 C 1.606 6.453 -0.907
56 C -1.474 5.609 0.068
57 C -0.680 8.179 -1.358
58 H 2.135 5.513 -1.116
59 H 1.844 6.781 0.114
60 H 1.988 7.226 -1.597
61 H 0.019 8.668 -2.042
62 H -0.570 8.624 -0.362
63 H -1.699 8.335 -1.713
64 H -1.440 4.511 0.139
65 H -2.493 5.889 -0.239
66 H -1.337 6.021 1.077
67 C -1.258 2.911 4.935
68 C -0.444 2.122 3.992
69 C 0.764 1.460 4.207
70 C 1.177 0.948 2.964
71 N 0.238 1.257 2.037
72 N -0.731 1.969 2.683
73 C 2.404 0.157 2.755
74 H -1.488 2.318 5.831
75 H -0.689 3.783 5.291
76 H -2.191 3.255 4.468
77 H 1.283 1.323 5.138
78 H -1.599 2.210 2.200
79 H 3.233 0.638 3.309
80 H 2.269 -0.857 3.176
81 H 2.664 0.087 1.687

Atomic forces in eV per Å
C 0.0 0.3 0.0
C 0.6 -0.7 0.0
H -0.1 0.2 0.3
H -0.1 -0.2 -0.2
H 0.2 -0.1 0.0
C -0.5 0.4 0.4
C 0.0 -0.1 -0.4
H 0.1 0.3 0.1
H 0.1 -0.4 0.0
H 0.1 0.1 0.0
H -0.2 0.1 -0.1
In 0.1 -1.5 -1.3
Cl -0.3 0.1 0.2
Cl -0.1 0.4 0.2
C 0.7 0.6 -0.4
O -0.8 -0.6 0.4
N 0.1 0.2 0.0
C -0.1 -0.1 -0.2
C -0.1 0.1 0.2
H 0.3 0.0 -0.2
H -0.1 -0.1 0.0
H -0.1 0.2 0.2
H 0.0 0.1 -0.2
H 0.2 0.0 0.0
H 0.0 0.0 -0.3
H -0.1 0.3 0.2
H 0.2 -0.1 0.3
H 0.2 0.2 0.1
C -0.2 0.1 -0.1
C 0.0 -0.1 0.0
N 0.1 -0.2 0.6
H 0.1 -0.3 -0.2
C -0.7 1.0 -0.4
O 0.2 -0.7 -0.4
H 0.0 0.1 -0.2
H 0.0 0.1 -0.2
H -0.1 0.0 0.2
H -0.1 -0.2 0.1
O 0.8 0.7 0.9
C -0.8 -0.3 0.3
C 0.0 -0.3 0.0
C 0.0 0.6 0.1
H -0.4 -0.3 -0.1
C -0.1 0.2 0.1
H -0.1 0.1 0.2
C 0.4 0.0 -0.2
H -0.3 0.0 0.0
C 0.0 -0.1 0.1
C 0.0 0.2 0.1
H 0.1 -0.3 -0.1
H 0.1 0.2 -0.1
H 0.3 0.0 0.0
Si 0.4 -0.2 -0.7
Cl -0.2 0.7 0.0
C 0.0 -0.2 0.3
C -0.1 -0.1 0.4
C -0.2 -0.2 -0.1
H -0.2 0.2 0.2
H 0.1 -0.1 -0.2
H -0.2 -0.3 0.2
H -0.1 -0.1 0.1
H -0.1 0.1 -0.1
H 0.0 0.1 0.1
H 0.2 0.4 -0.2
H 0.3 0.0 -0.1
H 0.0 0.0 -0.1
C -0.4 0.3 0.5
C 1.0 -0.7 -0.5
C -0.5 0.2 -0.5
C -1.7 0.7 0.2
N 0.6 -0.3 0.8
N 0.4 -0.1 0.2
C 0.7 -0.3 -0.3
H -0.1 0.1 -0.3
H -0.2 -0.2 -0.2
H 0.2 -0.1 0.2
H 0.0 0.2 0.1
H 0.5 -0.2 0.0
H -0.4 -0.3 -0.3
H 0.1 0.4 -0.3
H -0.1 -0.1 0.5

Results of the Mulliken charge analysis, in e, for atoms 1 through 4: C -1.4876; C 0.3331; H 0.4098; H 0.1467

=====

The following is a DFT calculation (ωB97M-V/def2-TZVPD) of a single C6H8O2 molecule.

The value obtained for the total energy is -383.73686 Eh. The spin multiplicity is 1. For the highest occupied orbital energy, the calculation gives -0.331 hartree. Its HOMO-LUMO gap is 10.0 eV.

CARTESIAN COORDINATES (ANGSTROEM)
1 C 1.083 0.482 2.151
2 C 0.255 -0.298 1.096
3 C 0.961 -0.552 -1.314
4 C -0.181 -0.171 -1.884
5 C -1.206 -0.205 -0.799
6 C -0.545 0.585 0.264
7 H 1.355 1.421 1.730
8 H 1.903 0.005 2.572
9 H 0.341 0.820 2.959
10 H -0.287 -1.164 1.437
11 H 1.876 -0.725 -1.906
12 H -0.474 -0.270 -3.000
13 H -1.652 -1.271 -0.628
14 H 0.137 1.399 -0.048
15 O 1.250 -0.652 0.038
16 O -1.926 0.744 -0.063

Atomic forces in eV per Å
C -3.9 0.5 0.4
C 1.5 0.8 0.7
C 1.6 0.1 -0.3
C -2.2 -0.7 -2.1
C -0.1 -2.0 -0.2
C -1.2 0.5 -0.2
H 0.6 0.6 -0.6
H 1.4 -1.1 0.7
H 1.0 -0.8 -0.8
H 0.2 -0.5 0.3
H -0.5 -0.2 0.5
H 1.1 0.3 1.9
H 1.0 1.9 0.0
H -1.0 -0.1 -0.1
O 0.2 -0.6 -0.4
O 0.2 1.1 0.3

Results of the natural (NBO) charge analysis, in e, for atoms 1 through 4: C -0.6113; C 0.0811; C 0.1704; C -0.3609

=====

The following is a DFT calculation (ωB97M-V/def2-TZVPD) of a molecular structure, C40H44N7O2OsP3S3Te.

The value obtained for the total energy is -4661.70197 Eh. The spin multiplicity is 2. For the highest occupied orbital energy (spin up / spin down), the calculation gives -0.333 / -0.333 hartree. Its expectation value of S² is 0.76. Its HOMO-LUMO gap (spin up / spin down) is 7.0 / 5.5 eV. Its total charge is +1.

CARTESIAN COORDINATES (ANGSTROEM)
1 Os 0.413 -1.102 -0.112
2 C -1.302 -6.693 1.132
3 C -0.915 -5.952 2.390
4 O -1.161 -4.526 2.264
5 P -0.176 -3.472 1.641
6 S -0.536 -1.621 2.186
7 S -0.337 -3.488 -0.353
8 O 1.227 -4.006 2.151
9 C 2.194 -3.259 2.914
10 C 1.930 -3.408 4.396
11 H -1.062 -7.750 1.251
12 H -0.757 -6.312 0.269
13 H -2.370 -6.596 0.936
14 H 0.133 -6.105 2.644
15 H -1.527 -6.254 3.237
16 H 2.153 -2.216 2.601
17 H 3.160 -3.676 2.632
18 H 1.031 -2.866 4.691
19 H 2.775 -3.012 4.962
20 H 1.803 -4.457 4.660
21 Te -1.992 2.755 1.868
22 C -2.471 4.258 0.471
23 C -3.684 4.929 0.522
24 C -3.937 5.922 -0.416
25 N -3.083 6.275 -1.373
26 C -1.916 5.631 -1.402
27 C -1.564 4.630 -0.514
28 C -0.874 1.550 0.596
29 P 0.761 1.023 0.863
30 C 1.318 1.631 2.481
31 C 1.610 2.992 2.577
32 C 1.878 3.558 3.813
33 C 1.862 2.775 4.958
34 C 1.589 1.419 4.868
35 C 1.318 0.846 3.633
36 C 1.891 1.908 -0.301
37 C 3.260 2.025 -0.064
38 C 4.111 2.510 -1.048
39 C 3.609 2.852 -2.296
40 C 2.245 2.758 -2.535
41 C 1.394 2.304 -1.538
42 P -1.548 0.232 -0.378
43 C -2.121 1.101 -1.894
44 C -3.227 1.942 -1.741
45 C -3.673 2.723 -2.792
46 C -3.028 2.678 -4.020
47 C -1.947 1.830 -4.195
48 C -1.502 1.041 -3.140
49 C -3.149 -0.401 0.253
50 C -4.087 -0.854 -0.679
51 C -5.336 -1.304 -0.281
52 C -5.663 -1.325 1.067
53 C -4.723 -0.932 2.006
54 C -3.474 -0.481 1.603
55 H -4.434 4.682 1.264
56 H -4.883 6.453 -0.403
57 H -1.226 5.934 -2.182
58 H -0.606 4.131 -0.599
59 H 1.612 3.610 1.689
60 H 2.083 4.618 3.883
61 H 2.061 3.225 5.922
62 H 1.575 0.806 5.760
63 H 1.083 -0.207 3.570
64 H 3.662 1.759 0.907
65 H 5.169 2.622 -0.840
66 H 4.275 3.209 -3.072
67 H 1.839 3.036 -3.500
68 H 0.326 2.277 -1.708
69 H -3.742 1.989 -0.790
70 H -4.526 3.374 -2.649
71 H -3.372 3.299 -4.836
72 H -1.443 1.781 -5.152
73 H -0.659 0.393 -3.293
74 H -3.845 -0.844 -1.736
75 H -6.054 -1.629 -1.023
76 H -6.645 -1.652 1.383
77 H -4.959 -0.972 3.061
78 H -2.754 -0.200 2.354
79 C 4.687 -0.991 -2.244
80 N 4.805 -0.751 -0.811
81 C 5.800 -0.015 -0.193
82 C 5.524 0.004 1.127
83 N 4.364 -0.723 1.286
84 C 3.929 -1.195 0.102
85 S 2.617 -2.278 -0.177
86 H 5.514 -0.492 -2.740
87 H 3.741 -0.587 -2.597
88 H 4.723 -2.059 -2.445
89 H 6.609 0.424 -0.747
90 H 6.037 0.470 1.948
91 H 3.898 -0.924 2.155
92 N -1.727 -2.833 -3.395
93 C -0.734 -2.770 -4.293
94 N -0.875 -3.397 -5.463
95 N 0.384 -2.083 -4.109
96 C 0.629 -1.477 -3.009
97 N 0.933 -0.865 -2.061
98 H -2.482 -3.487 -3.513
99 H -1.588 -2.480 -2.458
100 H -1.709 -3.901 -5.703
101 H -0.137 -3.316 -6.140

Atomic forces in eV per Å
Os 0.1 -0.3 2.1
C 0.0 0.1 0.0
C 0.0 0.0 0.1
O -0.3 0.3 0.2
P 0.1 -1.2 -0.3
S 0.4 0.6 -0.5
S 0.0 -0.2 -0.6
O 0.2 0.1 -0.1
C -0.1 -0.1 0.2
C 0.0 0.0 0.0
H 0.0 0.0 0.0
H 0.0 0.0 0.0
H 0.0 0.0 0.0
H 0.0 0.0 0.0
H 0.0 0.0 0.0
H 0.0 0.0 0.0
H 0.0 0.0 0.0
H 0.0 0.0 0.0
H 0.0 0.0 0.0
H 0.1 0.0 0.0
Te 0.0 0.1 -0.3
C 0.2 0.3 0.1
C 0.0 0.0 0.0
C 0.0 0.0 0.0
N 0.0 0.0 0.0
C 0.0 0.0 -0.1
C 0.0 -0.1 0.0
C -0.5 -0.5 0.8
P -0.4 1.1 -1.5
C 0.3 -0.5 0.0
C 0.0 0.0 0.0
C 0.0 0.0 0.0
C 0.0 0.0 0.0
C 0.0 0.0 0.0
C 0.1 0.1 0.0
C 0.3 -0.2 0.2
C -0.1 0.1 0.0
C -0.1 0.0 -0.1
C 0.0 0.0 0.0
C 0.0 0.0 0.0
C -0.1 0.1 0.0
P 0.2 1.0 0.8
C -0.1 -0.5 -0.3
C 0.0 0.0 0.0
C 0.0 0.0 0.1
C 0.0 0.0 0.0
C 0.0 0.0 0.0
C -0.1 0.1 0.1
C 0.0 -0.3 -0.3
C 0.0 -0.1 0.0
C 0.0 0.0 0.0
C 0.0 0.0 0.0
C 0.0 0.0 0.0
C 0.0 0.1 0.0
H 0.0 0.0 0.0
H 0.0 0.0 0.0
H 0.0 0.0 0.0
H 0.0 0.0 0.0
H 0.0 0.0 0.0
H 0.0 0.0 0.0
H 0.0 0.0 0.0
H 0.0 0.0 0.0
H 0.0 0.0 0.0
H 0.0 0.1 -0.1
H 0.0 0.0 0.0
H 0.0 0.0 0.0
H 0.0 0.1 0.0
H 0.0 -0.1 -0.1
H 0.0 0.0 0.0
H 0.0 0.0 0.0
H 0.0 0.0 0.0
H 0.0 0.0 0.0
H 0.1 0.0 0.0
H 0.0 0.1 0.0
H 0.0 0.0 0.0
H 0.0 0.0 0.0
H 0.0 0.0 0.0
H 0.0 0.2 0.0
C 0.0 0.0 0.0
N 0.1 0.0 0.0
C 0.0 -0.1 0.0
C 0.0 -0.1 0.0
N 0.1 -0.1 0.0
C -0.2 0.0 0.2
S 0.2 0.1 0.2
H 0.0 0.0 0.0
H 0.0 0.0 0.0
H 0.0 0.0 0.0
H 0.0 0.0 0.0
H 0.0 0.0 0.0
H 0.0 0.0 0.0
N 0.0 -0.1 0.0
C -0.1 0.2 0.0
N 0.0 0.0 0.0
N 0.1 -0.2 -0.2
C 0.4 0.3 0.1
N -0.5 -0.4 -0.8
H 0.0 0.0 0.0
H 0.0 0.0 0.0
H 0.0 0.0 0.0
H 0.0 0.0 0.0

Results of the Mulliken charge analysis, in e, for atoms 1 through 4: Os 0.6890; C -0.9713; C -0.1978; O -0.2599

=====

The following is a DFT calculation (ωB97M-V/def2-TZVPD) of a molecular structure, C33H29IrN3O7PS.

The value obtained for the total energy is -2809.84994 Eh. The spin multiplicity is 2. For the highest occupied orbital energy (spin up / spin down), the calculation gives -0.128 / -0.176 hartree. Its expectation value of S² is 0.78. Its HOMO-LUMO gap (spin up / spin down) is 6.0 / 7.4 eV. Its total charge is -1.

CARTESIAN COORDINATES (ANGSTROEM)
1 Ir 1.001 -0.022 0.402
2 O 0.252 2.216 -3.461
3 C 1.369 2.961 -3.383
4 C 1.660 3.775 -4.481
5 C 2.781 4.578 -4.483
6 C 3.639 4.589 -3.386
7 C 3.354 3.789 -2.298
8 C 2.227 2.963 -2.271
9 C 1.970 2.129 -1.072
10 O 0.908 1.351 -1.104
11 N 2.784 2.222 -0.063
12 N 2.342 1.451 1.021
13 C 2.701 1.844 2.184
14 C 2.127 1.300 3.383
15 C 2.862 1.359 4.579
16 C 2.413 0.706 5.742
17 C 1.283 -0.047 5.728
18 C 0.475 -0.199 4.497
19 C 0.859 0.688 3.336
20 O 0.035 0.694 2.369
21 H 0.193 1.683 -2.638
22 H 0.977 3.750 -5.320
23 H 2.990 5.202 -5.344
24 H 4.520 5.217 -3.383
25 H 4.001 3.779 -1.432
26 H 3.436 2.646 2.242
27 H 3.810 1.882 4.582
28 H 3.002 0.774 6.648
29 H 0.973 -0.614 6.596
30 H -0.595 -0.082 4.682
31 N -1.379 -2.536 2.169
32 C -1.495 -3.283 1.026
33 C -1.734 -4.662 1.135
34 C -2.029 -5.415 0.022
35 C -2.105 -4.820 -1.237
36 C -1.818 -3.475 -1.363
37 C -1.467 -2.697 -0.255
38 P -0.906 -0.973 -0.382
39 C -2.261 -0.012 0.404
40 C -3.425 -0.599 0.883
41 C -4.419 0.182 1.462
42 C -4.262 1.555 1.551
43 C -3.105 2.151 1.066
44 C -2.108 1.373 0.505
45 C -1.235 -0.614 -2.174
46 C -2.321 0.172 -2.561
47 C -2.620 0.378 -3.901
48 C -1.849 -0.209 -4.889
49 C -0.774 -1.005 -4.523
50 C -0.474 -1.205 -3.186
51 H -1.045 -1.584 2.093
52 H -0.914 -3.002 2.934
53 H -1.697 -5.114 2.118
54 H -2.212 -6.477 0.132
55 H -2.366 -5.403 -2.110
56 H -1.853 -3.027 -2.346
57 H -3.563 -1.669 0.809
58 H -5.316 -0.290 1.844
59 H -5.037 2.162 2.002
60 H -2.973 3.223 1.137
61 H -1.197 1.837 0.145
62 H -2.947 0.637 -1.814
63 H -3.462 1.004 -4.167
64 H -2.080 -0.047 -5.934
65 H -0.158 -1.472 -5.281
66 H 0.356 -1.847 -2.939
67 C 2.180 -1.146 -0.856
68 H 2.948 -0.535 -1.346
69 H 1.684 -1.714 -1.636
70 H 2.686 -1.866 -0.211
71 O 2.958 -2.012 3.905
72 S 1.761 -2.158 3.127
73 O 0.511 -1.611 4.005
74 O 1.831 -1.273 1.935
75 O 1.339 -3.502 2.830

Atomic forces in eV per Å
Ir 0.1 -0.6 1.0
O -0.1 0.0 0.0
C 0.1 0.0 0.1
C 0.0 0.0 0.0
C 0.0 0.0 0.0
C 0.0 0.0 0.0
C 0.0 0.0 -0.1
C 0.0 0.0 0.0
C 0.5 0.0 0.5
O -0.3 0.0 0.1
N -0.2 0.2 -0.3
N 0.4 -0.2 -0.9
C -0.3 0.1 0.0
C 0.0 -0.1 0.0
C 0.1 0.0 0.1
C 0.1 0.0 0.0
C 0.0 0.1 0.0
C 0.0 -0.1 0.0
C 0.3 -0.1 0.5
O -0.2 0.1 -0.6
H 0.0 0.0 0.0
H 0.0 0.0 0.0
H 0.0 0.0 0.0
H 0.0 0.0 0.0
H 0.0 0.0 0.0
H 0.0 0.0 -0.1
H 0.0 0.0 0.0
H 0.0 0.0 0.0
H 0.0 0.0 0.0
H 0.0 -0.1 0.0
N 0.0 -0.1 0.0
C 0.0 0.0 0.0
C 0.0 0.0 0.0
C 0.0 0.0 0.0
C 0.0 0.0 0.0
C 0.1 0.0 0.0
C 0.1 -0.1 0.2
P -0.6 0.3 -0.6
C 0.0 0.0 0.0
C -0.1 0.0 -0.1
C 0.0 0.0 0.0
C 0.0 0.0 0.0
C 0.0 0.0 0.0
C 0.1 -0.1 0.0
C -0.2 -0.1 0.1
C 0.1 0.0 0.0
C 0.0 0.0 0.0
C 0.0 0.0 0.0
C 0.0 0.0 0.0
C 0.1 0.1 0.1
H 0.1 0.0 0.0
H 0.0 0.0 0.0
H 0.0 0.0 0.0
H 0.0 0.0 0.0
H 0.0 0.0 0.0
H 0.0 0.0 0.0
H 0.0 0.0 0.0
H 0.0 0.0 0.0
H 0.0 0.0 0.0
H 0.0 0.0 0.0
H 0.0 0.0 0.0
H 0.0 0.0 0.0
H 0.0 0.0 0.0
H 0.0 0.0 0.0
H 0.0 0.0 0.0
H 0.0 0.0 0.0
C 0.4 0.3 -0.1
H -0.1 0.1 0.0
H -0.1 0.0 0.0
H 0.0 0.0 0.0
O -0.1 0.0 0.0
S 0.0 0.1 0.3
O 0.1 0.1 -0.1
O -0.2 -0.3 -0.3
O -0.1 0.1 -0.1

Results of the Mulliken charge analysis, in e, for atoms 1 through 4: Ir 2.7573; O -0.6171; C 0.1151; C -0.5988

=====

Listing strongest force on any atom for the structures above in their given order: 0.0388 0.0762 0.0404 0.0232 Eh/bohr.